Entry from the Open Molecules 2025 dataset: a cluster of 2 separate species, C11H15NO in total in a non-equilibrium geometry (ωB97M-V/def2-TZVPD).

Last column: Mulliken charge in e.
Atoms and positions in Å:
C 1.970 -0.955 -3.809  -1.308
C 1.304 -0.543 -2.554  0.699
C 0.073 0.091 -2.523  -0.794
N -0.277 0.405 -1.229  0.001
C 0.713 -0.033 -0.401  -0.095
C 0.720 -0.104 1.047  -0.650
C 1.900 -0.427 1.620  -0.598
C 3.036 -0.693 0.805  -0.447
C 2.983 -0.834 -0.546  -0.495
C 1.727 -0.590 -1.185  0.556
H 2.602 -1.821 -3.611  0.350
H 2.589 -0.120 -4.165  0.255
H 1.214 -1.167 -4.563  0.389
H -0.379 0.465 -3.430  0.357
H -1.095 0.933 -0.960  0.161
H -0.249 0.169 1.448  0.537
H 1.875 -0.619 2.688  0.370
H 3.960 -0.935 1.322  0.323
H 3.878 -1.066 -1.106  0.374
C -4.606 1.024 1.702  -0.899
C -3.801 0.422 2.819  -0.200
O -2.884 1.504 3.178  -0.525
H -4.008 1.484 0.926  0.237
H -5.219 1.866 2.069  0.272
H -5.433 0.376 1.369  0.335
H -4.306 0.122 3.741  0.307
H -3.130 -0.396 2.558  0.203
H -3.223 2.102 3.833  0.284

## Properties
**HOMO energy**: -0.2832 Eh
**2S+1**: 1
**Orbital gap**: 8.459 eV
**Relative energy (zero: lowest compared OMol25 entry of this formula, charge and spin)**: 0.917 eV


Entry from the Open Molecules 2025 dataset: a structure of composition C12H14BN6O4ReS2 in a non-equilibrium geometry (ωB97M-V/def2-TZVPD).

Last column: Löwdin spin population.
Atoms and positions in Å:
Re 0.312 0.648 1.014  0.902
B 1.578 2.811 -1.675  -0.001
N 0.141 2.872 -1.154  -0.002
C -0.737 3.798 -1.530  0.029
C -1.967 3.534 -0.937  0.008
C -1.745 2.399 -0.178  0.021
N -0.464 2.009 -0.317  0.021
N 2.353 1.605 -1.135  -0.001
C 3.588 1.294 -1.519  0.028
C 3.975 0.107 -0.910  0.009
C 2.888 -0.251 -0.132  0.020
N 1.914 0.667 -0.279  0.020
H 2.149 3.811 -1.388  0.000
H 1.536 2.714 -2.857  -0.001
H -0.453 4.597 -2.182  0.002
H -2.879 4.087 -1.039  0.000
H -2.429 1.866 0.459  0.002
H 4.135 1.927 -2.188  0.002
H 4.905 -0.416 -1.014  0.000
H 2.769 -1.096 0.521  0.002
O -0.809 1.273 4.387  0.001
S 0.354 0.753 3.752  0.014
O 1.447 0.251 4.511  0.000
O -0.042 -0.243 2.665  0.039
S 1.092 2.241 2.499  -0.138
N -2.056 -4.141 2.364  0.000
C -2.215 -4.255 1.034  0.000
O -2.758 -5.201 0.514  0.000
C -1.683 -3.135 0.167  0.000
C -1.888 -3.235 -1.208  0.001
C -1.413 -2.223 -2.028  0.000
C -0.764 -1.140 -1.456  0.002
N -0.573 -1.034 -0.132  0.011
C -1.016 -2.024 0.650  0.007
H -2.436 -4.889 2.921  0.000
H -1.645 -3.363 2.848  0.000
H -2.411 -4.102 -1.586  0.000
H -1.545 -2.270 -3.099  0.000
H -0.386 -0.334 -2.069  0.000
H -0.822 -1.912 1.706  0.002

## Properties
**Total charge**: +1
**HOMO energy (alpha / beta)**: -0.4550 / -0.4544 Eh
**2S+1**: 2
**<S²>**: 0.794
**Orbital gap (alpha / beta)**: 5.887 / 6.451 eV


Entry from the Open Molecules 2025 dataset: a cluster of 2 separate species, C4H13NO2 in total (ωB97M-V/def2-TZVPD).

Last column: Mulliken charge in e.
Atoms and positions in Å:
C 0.887 2.596 -0.821  -0.670
O 0.786 1.340 -1.453  -0.332
C -0.241 0.488 -0.998  -0.786
C -0.183 0.126 0.473  0.519
C 1.037 -0.732 0.756  -1.270
N -1.412 -0.627 0.772  -0.698
H 1.062 2.518 0.255  0.276
H -0.005 3.210 -0.995  0.294
H 1.752 3.093 -1.256  0.256
H -1.226 0.887 -1.275  0.402
H -0.088 -0.436 -1.559  0.240
H -0.117 1.030 1.084  0.293
H 1.928 -0.116 0.877  0.316
H 1.186 -1.434 -0.065  0.268
H 0.949 -1.322 1.671  0.402
H -2.206 0.008 0.793  0.232
H -1.338 -0.969 1.729  0.280
O -1.108 -3.524 0.171  -0.684
H -0.286 -3.548 -0.327  0.304
H -1.378 -2.589 0.170  0.360

## Properties
**HOMO energy**: -0.3623 Eh
**2S+1**: 1
**Orbital gap**: 10.659 eV
**Relative energy (zero: lowest compared OMol25 entry of this formula, charge and spin)**: 0.748 eV


Entry from the Open Molecules 2025 dataset: a cluster of 9 separate species, C30H83N5O12 in total in a non-equilibrium geometry (ωB97M-V/def2-TZVPD).

Last column: Mulliken charge in e.
Atoms and positions in Å:
C -5.959 2.277 2.478  -0.691
O -6.641 3.496 2.733  -0.302
C -5.781 4.658 2.540  -0.742
C -6.629 5.941 2.370  0.297
C -7.663 6.075 3.516  -1.242
N -7.417 5.832 1.071  -0.764
H -6.677 1.487 2.700  0.243
H -5.077 2.212 3.114  0.278
H -5.611 2.231 1.446  0.273
H -5.064 4.726 3.358  0.365
H -5.258 4.446 1.607  0.415
H -6.019 6.842 2.310  0.352
H -7.237 5.783 4.475  0.323
H -8.467 5.342 3.448  0.291
H -8.198 7.024 3.557  0.358
H -6.802 5.430 0.379  0.208
H -7.975 4.996 1.173  0.339
C -0.979 2.300 6.344  -0.670
O -1.994 2.774 7.194  -0.352
C -2.560 1.808 8.095  -0.737
C -1.626 1.335 9.224  0.602
C -2.213 0.224 10.103  -1.495
N -1.329 2.400 10.164  -0.677
H -1.353 1.451 5.771  0.304
H -0.083 1.980 6.875  0.268
H -0.724 3.113 5.663  0.257
H -3.458 2.226 8.550  0.302
H -2.968 0.931 7.591  0.349
H -0.711 0.900 8.822  0.179
H -3.007 0.580 10.760  0.346
H -1.402 -0.043 10.781  0.391
H -2.597 -0.622 9.534  0.383
H -1.270 3.322 9.755  0.273
H -2.143 2.459 10.758  0.275
C 2.565 -13.045 -1.044  -0.735
O 2.273 -11.828 -0.353  -0.290
C 3.212 -11.576 0.688  -0.574
C 2.821 -10.239 1.330  -0.721
N 2.946 -9.118 0.422  -0.385
C 2.781 -7.822 1.087  -0.615
C 2.893 -6.644 0.177  -0.540
O 1.743 -6.694 -0.703  -0.300
C 1.638 -5.604 -1.576  -0.733
H 3.603 -13.037 -1.375  0.312
H 1.972 -13.112 -1.956  0.241
H 2.383 -13.894 -0.385  0.283
H 4.230 -11.495 0.309  0.353
H 3.182 -12.322 1.482  0.389
H 3.462 -9.948 2.162  0.458
H 1.814 -10.378 1.724  0.340
H 2.100 -9.175 -0.126  0.231
H 3.586 -7.779 1.821  0.407
H 1.767 -7.827 1.487  0.333
H 3.797 -6.589 -0.430  0.364
H 2.815 -5.791 0.851  0.371
H 1.930 -4.665 -1.106  0.296
H 0.612 -5.544 -1.937  0.236
H 2.282 -5.775 -2.440  0.279
C -1.019 0.543 -6.104  -0.701
O -1.815 0.365 -7.247  -0.322
C -3.177 0.130 -6.974  -0.549
C -3.855 -0.129 -8.314  -0.713
N -4.045 1.105 -9.016  -0.300
C -4.618 1.058 -10.328  -0.792
C -4.451 2.501 -10.873  -0.519
O -3.129 2.981 -10.971  -0.308
C -3.119 4.255 -11.547  -0.751
H -1.120 1.542 -5.680  0.264
H 0.039 0.346 -6.280  0.239
H -1.337 -0.205 -5.378  0.300
H -3.645 0.932 -6.403  0.299
H -3.273 -0.783 -6.387  0.462
H -4.742 -0.685 -8.009  0.390
H -3.205 -0.733 -8.947  0.357
H -3.127 1.525 -9.040  0.276
H -5.660 0.771 -10.186  0.334
H -4.220 0.315 -11.018  0.394
H -4.990 3.131 -10.166  0.316
H -4.881 2.528 -11.874  0.443
H -3.492 4.349 -12.567  0.304
H -2.064 4.518 -11.619  0.260
H -3.658 5.018 -10.986  0.319
C 13.292 4.211 2.013  -0.739
O 12.207 4.823 1.311  -0.331
C 11.979 4.324 -0.021  -0.641
C 10.568 4.573 -0.532  -0.543
N 9.575 3.946 0.291  -0.364
C 8.137 4.173 -0.142  -0.660
C 7.093 3.560 0.917  -0.480
O 5.780 4.046 0.558  -0.309
C 4.701 3.298 1.155  -0.679
H 13.281 4.550 3.049  0.254
H 14.310 4.449 1.707  0.280
H 13.112 3.136 2.025  0.326
H 12.325 3.310 -0.219  0.449
H 12.572 5.014 -0.621  0.339
H 10.457 4.134 -1.524  0.361
H 10.463 5.658 -0.546  0.336
H 9.709 4.393 1.187  0.229
H 8.010 3.738 -1.133  0.319
H 7.983 5.245 -0.265  0.347
H 7.351 3.641 1.973  0.370
H 7.189 2.478 0.832  0.317
H 4.837 3.400 2.232  0.287
H 4.748 2.262 0.818  0.297
H 3.729 3.687 0.852  0.235
C -3.932 3.667 -2.773  -0.559
O -4.554 4.914 -2.491  -0.510
H -4.626 2.826 -2.771  0.247
H -3.555 3.736 -3.793  0.290
H -3.049 3.542 -2.146  0.233
H -5.015 5.231 -3.271  0.296
C -5.762 -3.288 -1.930  -0.435
O -5.681 -3.045 -0.527  -0.510
H -5.852 -4.331 -2.235  0.242
H -6.621 -2.705 -2.260  0.250
H -4.847 -2.898 -2.375  0.157
H -6.525 -3.158 -0.083  0.294
C 0.233 -2.518 5.718  -0.451
O 1.189 -2.786 4.714  -0.506
H -0.788 -2.414 5.350  0.208
H 0.380 -3.276 6.488  0.255
H 0.583 -1.541 6.049  0.202
H 1.921 -3.259 5.116  0.294
C -1.602 -0.936 0.682  -0.461
O -0.329 -0.709 1.109  -0.481
H -1.924 -0.054 0.128  0.194
H -1.679 -1.794 0.014  0.227
H -2.331 -1.151 1.463  0.233
H 0.042 -1.522 1.459  0.287

## Properties
**HOMO energy**: -0.3197 Eh
**2S+1**: 1
**Orbital gap**: 8.932 eV
**Relative energy (zero: lowest compared OMol25 entry of this formula, charge and spin)**: 1.877 eV


Number 1: total energy -558.1121 hartree, molecular weight 177.25 g/mol. Number 2: total energy -1994.4837 hartree, molecular weight 567.43 g/mol. Number 3: total energy -365.4150 hartree, molecular weight 107.15 g/mol. Number 4: total energy -2369.1067 hartree, molecular weight 706.02 g/mol.